# 1
# C26H24AuCl2NOP

C26H24AuCl2NOP as an isolated structure (ωB97M-V/def2-TZVPD, the OMol25 dataset).

Last column: Mulliken charge in e.
Cartesian coordinates (Å):
Au (0.29794, 1.00875, -0.97108)  0.394
Cl (1.60093, 1.78585, 1.99163)  0.000
Cl (4.31148, 2.68476, 2.66249)  -0.151
P (-0.59767, -0.94758, -0.23242)  1.406
O (3.41901, -0.37083, -0.09006)  -0.390
N (0.90206, 2.96055, -1.43112)  -0.216
C (-0.17012, -1.78270, 2.40803)  -0.452
C (-3.21804, -1.94889, -0.19938)  -0.149
C (-3.56233, -1.52492, -2.93050)  -0.655
C (-1.11748, -0.66723, 4.31683)  -0.530
C (-2.19811, -1.37054, -0.94959)  0.154
C (1.85456, -2.17400, -0.67894)  1.032
C (2.11177, 4.88328, -1.20400)  -0.745
C (-4.40642, -2.31486, -0.81829)  -0.726
C (-4.57614, -2.10736, -2.17984)  -0.478
C (2.16032, -4.50447, -1.18344)  -0.545
C (-1.61755, 0.11945, 2.10267)  -0.252
C (0.48265, -2.35927, -0.57009)  -0.562
C (-0.82028, -0.89105, 1.56235)  0.684
C (3.34490, 2.56977, -1.27055)  -0.981
C (-2.37760, -1.15459, -2.31585)  -0.622
C (-0.03589, -3.64117, -0.72731)  -0.341
C (2.79898, 2.02980, 3.28353)  -0.469
C (0.80468, 5.23941, -1.30144)  -0.585
C (0.79455, -4.71016, -1.02762)  -0.769
C (2.45073, -0.82724, -0.57151)  -0.230
C (2.69392, -3.23717, -1.00422)  -0.700
C (0.05388, 4.01863, -1.44021)  0.612
C (-1.77674, 0.22151, 3.47312)  -0.708
C (2.15648, 3.45181, -1.28880)  0.659
C (-1.40859, 3.90355, -1.63900)  -1.094
C (-0.31539, -1.66396, 3.78608)  -0.747
H (-1.94184, 4.43790, -0.85035)  0.335
H (-2.40574, 0.99797, 3.88764)  0.417
H (3.21605, 1.73133, -1.95578)  0.268
H (0.44957, -2.57159, 2.00090)  0.366
H (-5.19942, -2.76373, -0.23516)  0.435
H (2.97332, 5.51988, -1.08134)  0.474
H (2.38419, 2.73016, 3.99691)  0.353
H (-1.23443, -0.58132, 5.38915)  0.414
H (0.37609, -5.70034, -1.14740)  0.442
H (-2.11940, 0.82512, 1.44940)  0.392
H (2.81080, -5.33203, -1.43382)  0.423
H (-3.69650, -1.35851, -3.99102)  0.417
H (0.19979, -2.35341, 4.44155)  0.424
H (3.75616, -3.06073, -1.11393)  0.507
H (4.24395, 3.12650, -1.52496)  0.422
H (-1.10297, -3.79978, -0.63287)  0.485
H (2.99693, 1.06580, 3.73425)  0.282
H (-1.73606, 2.86592, -1.65932)  0.202
H (-1.58659, -0.69739, -2.90059)  0.374
H (3.47876, 2.14605, -0.26791)  0.118
H (-3.09114, -2.11527, 0.86356)  0.403
H (-1.68761, 4.37549, -2.58483)  0.331
H (-5.50251, -2.39684, -2.65830)  0.397
H (0.37810, 6.22976, -1.28729)  0.473

Its strongest force on any atom is 0.72 eV Å⁻¹. The total energy is -68908.827 eV. Its total charge is +1. Its multiplicity is 3.


# 2
# CH2O2S

A 2-piece molecular cluster, CH2O2S overall at a distorted geometry (ωB97M-V/def2-TZVPD, the OMol25 dataset).

Last column: Mulliken charge in e.
Cartesian coordinates (Å):
S (-0.34131, -0.01968, 0.38674)  -0.012
O (-1.92268, -0.34270, 0.37421)  -0.463
O (2.38036, 0.35867, 0.03004)  -0.128
C (2.39991, -0.67380, -0.39516)  0.106
H (-0.08886, 0.18353, -0.93941)  0.138
H (-2.42742, 0.49398, 0.54357)  0.359

Its strongest force on any atom is 2.12 eV Å⁻¹. The total energy is -15998.181 eV. Its total charge is 0. Its multiplicity is 1.


# 3
# C3H9NO3

A 2-piece molecular cluster, C3H9NO3 overall (ωB97M-V/def2-TZVPD, the OMol25 dataset).

Last column: Mulliken charge in e.
Cartesian coordinates (Å):
O (0.83885, 2.47926, 0.07732)  -0.515
O (-2.30174, -1.06341, 1.18139)  -0.607
O (0.54669, -1.76465, 0.61381)  -0.420
N (-0.65997, 0.25585, -1.42741)  -0.617
C (0.67210, 0.18564, -0.78556)  0.064
C (0.82551, 1.09558, 0.41359)  -0.166
C (0.83102, -1.28302, -0.44269)  -0.196
H (0.39402, 2.62403, -0.76247)  0.298
H (-1.28170, -0.37768, -0.93928)  0.345
H (-2.72084, -1.38536, 1.98212)  0.287
H (-1.45173, -0.68687, 1.44640)  0.260
H (1.75136, 0.89693, 0.95759)  0.317
H (-1.02760, 1.19717, -1.34516)  0.238
H (1.40416, 0.45442, -1.55388)  0.283
H (-0.03064, 0.90232, 1.06988)  0.095
H (1.15519, -1.88333, -1.31726)  0.334

Its SMILES is N[C@H](C=O)CO.O. Its strongest force on any atom is 0.98 eV Å⁻¹. The total energy is -10888.581 eV. Its total charge is 0. Its multiplicity is 1.


# 4
# C5H10N

An isolated ion of composition C5H10N and charge +1 at a distorted geometry (ωB97M-V/def2-TZVPD, the OMol25 dataset).

Last column: Mulliken charge in e.
Cartesian coordinates (Å):
N (0.83879, 1.21057, -1.57472)  -0.084
C (-0.83321, -1.99538, 1.58178)  -1.114
C (0.36607, 0.83011, -0.34056)  -0.050
C (-1.05365, -0.52319, 1.15266)  -0.365
C (-0.49564, -0.25351, -0.20503)  -0.241
C (1.87124, 2.03414, -1.85001)  -0.150
H (-0.69861, 0.28112, 1.89271)  0.302
H (0.39925, 0.70930, -2.38145)  0.310
H (2.55927, 2.40692, -1.12592)  0.268
H (-0.92985, -0.72445, -1.09845)  0.269
H (-1.47343, -2.13958, 2.46907)  0.323
H (0.77272, 1.32494, 0.53836)  0.299
H (0.13742, -2.31636, 1.79608)  0.382
H (-1.36456, -2.71819, 0.88797)  0.308
H (-2.16768, -0.32860, 1.10292)  0.264
H (2.07188, 2.20217, -2.84542)  0.279

Its SMILES is C=[NH+]/C=C/CC. Its strongest force on any atom is 4.74 eV Å⁻¹. The total energy is -6828.672 eV. Its total charge is +1. Its multiplicity is 1.


# 5
# C5H12N2O

A 3-piece molecular cluster, C5H12N2O overall at a distorted geometry (ωB97M-V/def2-TZVPD, the OMol25 dataset).

Last column: Mulliken charge in e.
Cartesian coordinates (Å):
O (2.20861, -0.18076, -0.13567)  -0.677
N (-2.30545, -0.78950, 1.18800)  -0.380
N (-1.76508, 0.22725, 0.85270)  -0.160
C (0.57939, 0.29366, 0.77864)  -0.031
C (0.10468, -0.38661, -0.36455)  1.393
C (-0.23008, 0.29098, -1.65620)  -1.467
C (0.02971, -1.87073, -0.34408)  -1.302
C (0.63276, 1.77172, 0.98163)  -1.375
H (-1.26610, 0.05352, -1.91588)  0.370
H (0.39483, -0.10400, -2.45770)  0.387
H (0.81092, -2.30641, 0.27550)  0.340
H (0.70441, -0.31428, 1.66588)  0.433
H (-3.29965, -0.63707, 1.49784)  0.239
H (0.08852, -2.30276, -1.34204)  0.339
H (-0.12926, 1.37285, -1.61824)  0.313
H (0.67557, 2.32469, 0.04443)  0.260
H (-0.26230, 2.09253, 1.52044)  0.380
H (2.45385, 0.61001, -0.63710)  0.245
H (1.51118, 2.02433, 1.57484)  0.389
H (-0.93652, -2.16943, 0.09155)  0.305

Its strongest force on any atom is 2.33 eV Å⁻¹. The total energy is -10402.376 eV. Its total charge is 0. Its multiplicity is 1.


# 6
# C5H7N3

One molecule with the formula C5H7N3 at a distorted geometry (ωB97M-V/def2-TZVPD, the OMol25 dataset).

Last column: Mulliken charge in e.
Cartesian coordinates (Å):
N (0.79642, -0.21723, -1.84675)  -0.734
N (0.97612, -0.14831, 0.29675)  0.111
N (-1.48313, 0.24489, -2.05914)  -0.600
C (1.54793, -0.57865, -0.74752)  -0.093
C (0.47172, -0.53174, 1.85553)  -0.536
C (-0.82088, 0.52916, 1.39064)  -0.334
C (-0.22268, 0.56252, 0.06862)  -0.286
C (-0.34361, 0.42357, -1.21735)  0.561
H (-0.64128, 1.44223, 1.90413)  0.264
H (-1.94427, 1.15160, -2.10265)  0.279
H (-0.95199, 0.03656, -3.03795)  0.336
H (2.67776, -0.86779, -0.55553)  0.272
H (0.46850, -1.66741, 1.88885)  0.250
H (-1.81730, 0.01083, 1.32129)  0.312
H (1.28667, -0.39023, 2.84108)  0.197

Its SMILES is Nc1ncn2c1CC2. Its strongest force on any atom is 8.32 eV Å⁻¹. The total energy is -9763.953 eV. Its total charge is 0. Its multiplicity is 1.